Entry 1:
The following is a DFT calculation (ωB97M-V with the def2-TZVPD basis set) of a structure of composition C32H34GeNO3OsS.

Output
- Net charge: -1
- LUMO level: 2.049 eV
- HOMO level: -1.905 eV
- Multiplicity: 1
- ΔE to the lowest compared entry with this formula, charge and spin: 167.9 kJ/mol
- HOMO-LUMO gap: 3.954 eV

Geometry (Å):
Os -0.03170 1.50982 0.99352
N 4.06012 1.38094 2.58937
C 2.72263 1.29957 2.34852
O 2.30908 1.21469 1.19638
C 1.76535 1.37185 3.48799
C 0.47010 2.04417 2.99549
H 4.65033 1.06629 1.83773
H 4.37663 1.16764 3.51878
H 2.25385 1.84724 4.34927
H 1.55022 0.33556 3.77584
H 0.61638 3.12736 3.07861
H -0.33999 1.76441 3.67406
C -1.74934 1.41693 0.67989
Ge -2.42077 0.60723 -0.89539
C -1.69606 -1.17508 -1.39872
C -0.79659 -1.32823 -2.45423
C -0.24477 -2.56383 -2.76059
C -0.59678 -3.69036 -2.02607
C -1.49937 -3.56213 -0.98147
C -2.02952 -2.31527 -0.66692
C -4.32537 0.09448 -0.60838
C -4.66001 -0.27097 0.69725
C -5.92757 -0.73510 1.02227
C -6.90622 -0.82417 0.04272
C -6.60017 -0.45717 -1.25948
C -5.32134 -0.01552 -1.57890
C -2.20357 1.78015 -2.46554
C -0.91174 2.22862 -2.74682
C -0.66085 3.07772 -3.81465
C -1.70313 3.52244 -4.61447
C -2.99770 3.11142 -4.33411
C -3.23916 2.24738 -3.27290
H -0.52186 -0.46417 -3.04908
H 0.46153 -2.65053 -3.57885
H -0.17404 -4.65843 -2.26997
H -1.79286 -4.43602 -0.40870
H -2.72710 -2.23239 0.16147
H -3.91053 -0.15685 1.47591
H -6.15433 -1.02238 2.04278
H -7.90088 -1.17493 0.29214
H -7.35745 -0.52252 -2.03250
H -5.10507 0.22364 -2.61204
H -0.10167 1.92978 -2.08455
H 0.35275 3.40715 -4.01046
H -1.51102 4.19869 -5.43933
H -3.82494 3.46891 -4.93650
H -4.26160 1.95943 -3.07246
C 1.63595 3.87217 0.20415
C 0.16556 3.38481 0.36076
O -0.68284 4.23057 0.08582
H 1.61325 4.91574 -0.11203
H 2.16435 3.26539 -0.53369
H 2.18696 3.79127 1.14543
C 6.77021 -1.61047 1.68883
C 5.27902 -1.63415 1.47543
C 4.41048 -1.90884 2.53082
C 3.04171 -1.96602 2.32565
C 2.52805 -1.76977 1.05298
C 3.37237 -1.47513 -0.00386
C 4.74256 -1.41205 0.20979
S 0.76386 -1.82910 0.67646
C 0.45758 -3.42553 1.43665
O 0.02609 -0.86222 1.54849
H 7.01945 -1.65474 2.74909
H 7.21702 -0.70572 1.27197
H 7.24506 -2.46273 1.19813
H 4.81164 -2.07398 3.52483
H 2.37734 -2.16889 3.15882
H 2.95155 -1.28971 -0.98456
H 5.40219 -1.17726 -0.61810
H 1.02085 -3.54487 2.36192
H 0.70800 -4.20662 0.72254
H -0.61218 -3.42956 1.63677

These are the Mulliken partial charges, in e, on atoms 1 to 8:
1. Os 0.68
2. N -0.44
3. C 0.60
4. O -0.64
5. C -0.50
6. C -1.43
7. H 0.23
8. H 0.26



Entry 2:
The following is a DFT calculation (ωB97M-V with the def2-TZVPD basis set) of a structure of composition C4H9BrP.

Output
- Net charge: +1
- LUMO level (alpha / beta): -2.812 / -9.330 eV
- HOMO level (alpha / beta): -10.043 / -15.763 eV
- Multiplicity: 3
- <S²>: 2.0049
- HOMO-LUMO gap (alpha / beta): 7.231 / 6.433 eV

Geometry (Å):
C 0.84268 1.50830 0.02697
C 0.17100 0.74390 -1.16002
C 0.27844 0.59252 1.20722
C -0.36268 -2.09379 0.09206
P -0.66636 -0.33984 0.00335
Br -2.79965 0.12002 -0.00629
H 1.83356 1.45760 -0.16828
H 0.39208 2.45694 0.03890
H -0.34002 1.42452 -1.91640
H 0.87157 0.09035 -1.90328
H 1.11055 0.15811 1.73664
H -0.21408 1.29169 1.92316
H -0.90220 -2.51170 0.92474
H 0.75962 -2.18685 -0.04732
H -0.97451 -2.71178 -0.75147

These are the Mulliken partial charges, in e, on atoms 1 to 8:
1. C -0.71
2. C -0.46
3. C -0.52
4. C -0.97
5. P 0.47
6. Br 0.09
7. H 0.32
8. H 0.33



Entry 3:
The following is a DFT calculation (ωB97M-V with the def2-TZVPD basis set) of a structure of composition C25H23I2MnN4O3.

Output
- Net charge: +2
- LUMO level (alpha / beta): -7.613 / -7.743 eV
- HOMO level (alpha / beta): -13.804 / -13.444 eV
- Multiplicity: 5
- <S²>: 6.1137
- ΔE to the lowest compared entry with this formula, charge and spin: 683.1 kJ/mol
- HOMO-LUMO gap (alpha / beta): 6.192 / 5.701 eV

Geometry (Å):
Mn 0.30599 -0.77203 1.44509
I 1.85022 -1.60748 -5.95123
C 0.11570 -1.74179 -3.26730
C -0.93642 -2.22280 -2.30622
C -0.77704 -2.13701 -0.98406
I -2.46096 -2.00460 0.32095
C 0.43099 -1.96732 -0.12032
O 0.46393 -2.58627 1.02445
C 1.43012 -0.96845 -0.25967
C 2.71725 -1.04317 0.56292
N 2.40704 -0.34319 1.83244
C 2.66623 -1.00404 3.11923
C 1.45726 -0.93129 4.03777
C 1.60448 -1.01146 5.41198
C 0.47918 -1.02862 6.22063
C -0.77561 -0.95788 5.63198
C -0.85045 -0.86856 4.25836
N 0.23501 -0.84912 3.47158
C 2.02790 -0.57625 -2.52003
H -1.93477 -2.37942 -2.70212
H 3.54758 -0.58727 0.02153
H 2.96976 -2.08130 0.77151
H 2.78213 0.59434 1.82680
H 3.53595 -0.58285 3.62385
H 2.87753 -2.06139 2.94035
H 2.59401 -1.06686 5.84570
H 0.58053 -1.10059 7.29504
H -1.67659 -0.97612 6.22765
H -1.80663 -0.81688 3.75227
H 2.24550 0.14106 -3.30036
O -2.03717 0.88816 -4.83588
C -1.31348 -0.31592 -4.84278
C -0.40123 -0.37353 -3.65464
C 1.12568 -2.45042 -4.14607
C 1.58873 -1.93158 -2.83614
N 1.37737 -0.09606 -1.38356
C 0.30628 0.72159 -1.56984
C -0.28047 0.73267 -2.87268
C -0.33839 1.46708 -0.47635
C -1.22173 2.49786 -0.79424
C -1.93590 3.16376 0.19038
C -2.97411 4.19143 -0.19464
O -2.77129 4.70756 -1.48424
C -1.68425 2.82265 1.51345
C -0.76731 1.82539 1.77138
N -0.12792 1.12702 0.82111
H -2.64696 0.90981 -5.57877
H -0.69719 -0.39995 -5.74587
H -1.97371 -1.19288 -4.82921
H 1.06172 -3.52533 -4.23184
H 1.74454 -2.69544 -2.08733
H -0.85323 1.58749 -3.19793
H -1.37425 2.81389 -1.81480
H -3.03914 4.96799 0.57118
H -3.93915 3.67469 -0.20266
H -2.25003 5.51570 -1.44440
H -2.17789 3.32718 2.33356
H -0.50535 1.57778 2.79209

These are the Mulliken partial charges, in e, on atoms 1 to 8:
1. Mn -0.22
2. I 0.12
3. C 1.80
4. C -0.48
5. C -0.78
6. I 0.13
7. C 0.47
8. O -0.63